No. 1
Below is C3H5N3OS as an isolated structure in a non-equilibrium geometry, with properties calculated with ωB97M-V with the def2-TZVPD basis set.

```
13
Properties=species:S:1:pos:R:3:forces:R:3
C 1.205 -0.357 0.996 -2.94 0.70 -3.21
C -0.174 -0.316 1.218 3.82 -1.20 -1.62
C -0.869 -0.136 0.011 1.60 1.10 -0.01
H -0.409 0.664 -2.840 1.03 0.80 2.31
H -0.739 1.677 -1.268 2.93 -1.83 -3.27
H 2.213 -0.549 -0.847 0.00 -0.52 -0.71
H 1.928 -0.673 1.652 1.70 -0.37 1.29
H -1.713 -0.919 2.061 2.37 1.21 0.99
N 0.162 1.025 -1.969 -5.29 -0.37 2.18
N 0.130 -0.152 -0.949 1.47 2.39 -3.25
N 1.446 -0.095 -0.401 -2.73 -0.22 4.12
O -0.748 -0.608 2.329 -4.01 -1.35 2.05
S -2.431 0.438 0.008 0.04 -0.35 -0.87
```
Forces are in eV/Å.

Output
charge	0
spin multiplicity	1

=====

No. 2
Below is one molecule with the formula C3H5N3OS in a non-equilibrium geometry, with properties calculated with ωB97M-V with the def2-TZVPD basis set.

```
13
Properties=species:S:1:pos:R:3:forces:R:3
H -2.279 1.872 -0.048 1.45 1.25 0.09
N -1.231 2.136 -0.110 -2.92 -2.57 -0.59
C -0.710 0.968 -0.273 2.68 1.68 1.31
C 0.826 0.827 -0.275 -1.52 0.65 1.25
C 0.996 -0.535 -0.257 0.62 3.32 0.90
N 2.292 -1.038 -0.223 1.36 -4.56 3.61
O -0.191 -1.267 -0.272 2.50 -0.93 -0.29
N -1.248 -0.352 -0.129 0.89 1.72 -0.53
S -2.779 -0.983 -0.252 0.36 -0.07 1.19
H 1.579 1.813 0.130 -2.52 -3.60 -1.72
H 2.612 -1.764 0.700 -1.97 2.37 -3.61
H 3.013 -0.334 -0.089 -0.76 0.43 -0.51
H -2.879 -1.342 1.098 -0.19 0.30 -1.11
```
Forces are in eV/Å.

Output
charge	0
spin multiplicity	1

=====

No. 3
Below is one molecule with the formula C3H5N3OS2 in a non-equilibrium geometry, with properties calculated with ωB97M-V with the def2-TZVPD basis set.

```
14
Properties=species:S:1:pos:R:3:forces:R:3
C -2.192 0.216 -0.075 -2.46 1.35 -2.58
C -1.466 -0.769 -0.550 -1.46 -1.44 -2.73
C -2.149 1.532 2.048 0.08 -1.19 -1.58
N -2.108 0.868 1.064 0.92 2.54 4.62
N 0.582 0.018 0.800 1.60 -0.12 -1.63
N 2.500 0.251 -1.260 -0.75 -1.95 1.96
O 2.930 -1.061 0.910 1.21 -1.71 0.22
S 0.020 -1.416 -0.009 0.34 0.55 1.30
S 2.439 0.200 0.467 -2.31 1.24 -0.48
H -2.998 0.764 -0.669 0.86 -1.66 0.26
H -1.976 -1.245 -1.471 1.43 0.67 1.32
H 0.359 0.079 1.792 0.39 -0.29 -0.06
H 2.097 1.158 -1.413 -0.51 0.28 -0.95
H 1.963 -0.595 -1.635 0.66 1.76 0.33
```
Forces are in eV/Å.

Output
charge	0
spin multiplicity	1

=====

No. 4
Below is one molecule with the formula C3H5N3S in a non-equilibrium geometry, with properties calculated with ωB97M-V with the def2-TZVPD basis set.

```
12
Properties=species:S:1:pos:R:3:forces:R:3
C 1.736 -0.279 0.001 -0.30 0.45 -0.11
N 0.296 0.052 0.078 0.23 -3.95 0.86
C -0.226 1.189 -0.233 -2.11 4.05 -1.25
N -1.571 1.148 -0.166 2.03 1.01 -1.26
N -1.892 -0.148 0.062 2.17 1.10 1.05
S -3.483 -0.527 0.068 -1.68 -1.25 0.19
C -0.761 -0.794 0.327 0.19 1.68 -1.14
H 2.130 -1.239 0.444 -1.18 1.12 0.09
H 1.958 -0.368 -1.080 0.36 0.56 0.66
H 2.066 0.630 0.540 1.31 -0.84 -0.71
H 0.340 2.098 -0.638 -0.93 -1.55 1.04
H -0.592 -1.762 0.596 -0.11 -2.39 0.59
```
Forces are in eV/Å.

Output
charge	0
spin multiplicity	1

=====

Calculated total energy for every record listed, in sequence, given in Eh: -754.859558; -754.839956; -1153.059865; -679.679213.
Energy above the lowest of the compared OMol25 structures with the same formula, charge and spin for every record listed, in sequence, given in kJ/mol: 471.27; 522.74; 287.85; 278.30.